DFT (the ωB97M-V functional and the def2-TZVPD basis) results for a molecular structure, C28H62CrN9P2 at a distorted geometry.

Last column: Löwdin charge in e.
Element x y z (Å)
Cr 0.03 0.37 -0.91  0.73
N 1.28 -0.31 -2.79  -0.02
C 2.50 0.29 -3.33  -0.22
C 2.32 1.62 -4.08  -0.20
N 1.04 2.29 -3.85  -0.07
C 1.17 3.46 -2.96  -0.18
C 1.81 3.11 -1.56  -0.17
N 0.98 2.28 -0.66  -0.03
H 1.43 -1.32 -2.65  0.10
H 0.52 -0.23 -3.45  0.06
H 2.99 -0.42 -4.03  0.13
H 3.19 0.42 -2.51  0.09
H 2.41 1.30 -5.13  0.13
H 3.19 2.26 -3.82  0.13
H 0.75 2.67 -4.76  0.11
H 0.15 3.90 -2.84  0.10
H 1.84 4.24 -3.38  0.13
H 2.07 4.04 -1.09  0.12
H 2.76 2.59 -1.74  0.10
H 0.23 2.84 -0.27  0.10
H 1.57 2.00 0.10  0.04
C -2.17 -3.16 -3.67  -0.04
N -2.34 -1.74 -3.98  -0.14
C -2.81 -1.46 -5.35  -0.02
C -1.81 -0.78 -3.14  -0.37
N -1.15 -1.03 -2.03  0.05
N -2.07 0.54 -3.54  0.17
C -1.97 1.66 -2.72  -0.48
N -2.39 2.81 -3.28  0.19
N -1.59 1.64 -1.47  0.03
H -2.62 -3.75 -4.49  0.10
H -2.66 -3.42 -2.70  0.11
H -1.12 -3.44 -3.57  0.09
H -3.36 -2.37 -5.63  0.10
H -1.98 -1.27 -6.07  0.11
H -3.53 -0.64 -5.36  0.09
H -0.98 -2.03 -1.83  0.08
H -2.30 0.72 -4.50  0.13
H -2.81 2.84 -4.19  0.12
H -2.38 3.68 -2.76  0.14
H -1.75 2.56 -1.06  0.08
C -5.00 0.18 0.07  -0.30
P -3.39 0.19 0.95  0.88
C -3.66 -1.14 2.20  -0.29
C -3.72 1.66 1.97  -0.43
C -3.31 1.69 3.32  -0.09
C -3.16 2.92 4.02  -0.05
C -3.33 4.11 3.27  -0.09
C -3.74 4.04 1.95  -0.10
C -3.97 2.83 1.28  -0.14
H -5.07 0.84 -0.79  0.03
H -5.80 0.40 0.79  0.06
H -5.18 -0.83 -0.29  0.03
H -4.61 -0.96 2.70  0.05
H -2.82 -1.24 2.90  0.00
H -3.69 -2.12 1.69  0.05
H -3.11 0.71 3.79  0.08
H -2.87 2.92 5.06  0.10
H -3.31 5.13 3.72  0.12
H -3.91 4.98 1.38  0.11
H -4.23 2.79 0.23  0.08
C -0.03 0.23 3.30  -0.09
C 0.76 -1.12 3.23  -0.55
C 1.59 -1.26 4.55  -0.06
C -0.23 -2.27 3.22  -0.11
P 1.73 -1.09 1.52  0.92
N 0.88 -0.50 0.39  -0.33
C 2.17 -2.91 1.11  -0.59
C 2.81 -3.74 2.24  -0.08
C 0.87 -3.65 0.63  -0.08
C 3.13 -2.91 -0.07  -0.11
C 3.31 -0.06 1.83  -0.60
C 4.43 -0.82 2.58  -0.07
C 3.07 1.25 2.62  -0.08
C 3.85 0.28 0.45  -0.11
H -0.58 0.26 4.24  0.08
H -0.70 0.23 2.42  0.04
H 0.65 1.10 3.25  0.06
H 0.94 -1.10 5.45  0.11
H 2.43 -0.52 4.63  0.06
H 1.96 -2.30 4.63  0.07
H -0.93 -2.09 4.09  0.11
H 0.22 -3.24 3.35  0.06
H -0.85 -2.30 2.29  0.07
H 2.13 -3.92 3.10  0.07
H 3.74 -3.34 2.66  0.07
H 2.99 -4.78 1.82  0.12
H 0.68 -4.57 1.27  0.11
H 1.02 -3.99 -0.41  0.08
H 0.00 -2.96 0.64  0.04
H 4.11 -2.50 0.19  0.06
H 2.75 -2.30 -0.91  0.06
H 3.33 -3.92 -0.47  0.10
H 4.16 -1.07 3.61  0.07
H 5.33 -0.16 2.57  0.11
H 4.68 -1.77 2.12  0.05
H 2.93 1.05 3.69  0.07
H 2.16 1.82 2.31  0.07
H 3.97 1.90 2.50  0.10
H 4.13 -0.62 -0.14  0.07
H 4.76 0.92 0.55  0.11
H 3.15 0.84 -0.18  0.03

Results
LUMO energy (spin up / spin down): -0.21494 / -0.17584 Ha
Spin multiplicity: 4
Total charge: +2
Total energy: -90440.1358 eV
Orbital gap (spin up / spin down): 6.50 / 7.59 eV
⟨S²⟩: 3.84



DFT (the ωB97M-V functional and the def2-TZVPD basis) results for a molecular structure, C28H62F6NO28S2Tl at a distorted geometry.

Last column: Löwdin charge in e.
Element x y z (Å)
Tl 4.47 -3.39 3.82  0.97
C 8.71 -10.24 0.68  0.24
C 7.64 -9.27 1.17  -0.25
C 6.21 -9.47 0.48  -0.26
O 5.44 -8.45 0.53  0.10
C 5.95 -10.69 -0.14  0.12
C 6.86 -11.61 -0.36  -0.31
C 8.31 -11.40 -0.05  -0.31
O 9.22 -12.25 -0.24  0.13
O 6.44 -12.77 -0.78  0.11
O 7.71 -8.42 2.06  0.11
H 9.69 -10.08 1.11  0.14
H 4.90 -10.87 -0.28  0.16
C -1.72 0.92 1.45  -0.62
F -2.50 -0.12 1.12  0.09
F -2.19 1.97 0.75  0.13
F -1.69 0.94 2.75  0.16
S 0.17 0.50 0.90  0.68
O 0.58 1.36 -0.16  -0.31
O 0.91 0.68 2.16  -0.39
N 0.17 -1.27 0.73  -0.31
S -0.31 -1.56 -0.76  0.49
O -1.28 -0.62 -1.24  -0.33
O 0.70 -1.89 -1.68  -0.30
C -1.49 -3.11 -0.56  -0.58
F -2.58 -2.63 0.22  0.05
F -1.84 -3.40 -1.80  0.14
F -0.79 -4.02 0.10  0.11
C -0.34 -2.86 7.24  -0.26
C -0.86 -4.26 7.14  -0.29
O -0.02 -4.88 6.22  -0.05
O 1.00 -2.80 7.72  -0.05
H -1.06 -2.38 7.90  0.12
H -0.54 -2.46 6.24  0.13
H -1.92 -4.22 6.90  0.12
H -0.77 -4.79 8.09  0.12
H -0.24 -5.81 6.23  0.09
H 0.91 -2.65 8.67  0.08
C 2.36 1.21 -8.98  -0.23
C 3.47 1.39 -8.03  -0.32
O 3.93 0.24 -7.46  -0.05
O 2.67 0.38 -10.14  -0.06
H 2.10 2.17 -9.44  0.12
H 1.47 0.93 -8.42  0.13
H 3.20 1.93 -7.13  0.13
H 4.35 1.86 -8.46  0.13
H 3.16 -0.27 -7.21  0.10
H 3.57 0.61 -10.40  0.08
C -0.61 9.25 2.54  -0.21
C 0.39 8.49 1.63  -0.24
O 1.42 9.38 1.33  -0.08
O -1.16 10.45 1.90  -0.08
H -0.28 9.42 3.57  0.11
H -1.44 8.61 2.82  0.11
H -0.04 8.20 0.68  0.12
H 0.98 7.72 2.13  0.12
H 1.27 9.68 0.43  0.08
H -0.54 11.18 1.98  0.07
C -7.63 4.58 -4.06  -0.22
C -6.37 3.71 -4.56  -0.22
O -5.98 4.29 -5.80  -0.08
O -8.85 4.09 -4.56  -0.09
H -7.45 5.61 -4.37  0.12
H -7.76 4.21 -3.05  0.11
H -6.56 2.65 -4.69  0.11
H -5.67 3.85 -3.74  0.11
H -5.04 4.16 -5.95  0.08
H -9.54 4.70 -4.30  0.08
C 0.99 3.78 9.28  -0.25
C 0.26 5.08 9.08  -0.21
O 0.06 5.73 10.39  -0.08
O 2.42 4.01 9.40  -0.07
H 1.03 3.13 8.40  0.12
H 0.57 3.08 10.00  0.12
H -0.66 4.94 8.51  0.12
H 0.88 5.71 8.43  0.12
H -0.83 6.08 10.34  0.07
H 2.42 4.72 10.05  0.07
C -9.18 5.70 4.31  -0.24
C -8.31 6.42 3.26  -0.29
O -8.73 7.64 2.77  -0.05
O -8.99 6.34 5.53  -0.07
H -9.00 4.64 4.48  0.12
H -10.21 5.79 3.97  0.12
H -8.23 5.67 2.47  0.11
H -7.26 6.55 3.50  0.12
H -8.00 8.03 2.29  0.09
H -9.09 7.29 5.42  0.09
C 1.62 8.21 -4.90  -0.24
C 2.14 9.63 -4.95  -0.24
O 1.48 10.51 -4.04  -0.07
O 0.20 8.14 -4.88  -0.07
H 1.72 7.66 -3.96  0.12
H 2.05 7.49 -5.59  0.12
H 1.90 10.20 -5.84  0.12
H 3.23 9.57 -4.86  0.11
H 1.87 11.37 -4.19  0.08
H -0.02 8.39 -3.98  0.08
C 7.86 0.28 -0.08  -0.28
C 7.19 -0.62 -1.06  -0.20
O 6.98 -2.01 -0.53  -0.10
O 7.01 0.52 1.02  -0.06
H 7.92 1.21 -0.64  0.13
H 8.75 -0.23 0.29  0.13
H 7.86 -0.60 -1.92  0.11
H 6.20 -0.28 -1.37  0.12
H 6.79 -2.61 -1.25  0.07
H 7.29 1.41 1.24  0.08
C -2.18 -10.60 3.80  -0.19
C -3.47 -11.43 4.33  -0.26
O -3.28 -12.77 4.54  -0.05
O -1.19 -10.69 4.82  -0.09
H -2.35 -9.54 3.60  0.11
H -1.82 -11.05 2.88  0.10
H -4.12 -11.63 3.47  0.10
H -3.99 -10.88 5.10  0.11
H -3.89 -13.11 3.88  0.09
H -0.91 -11.55 5.13  0.08
C -1.07 -5.44 -9.04  -0.22
C -1.69 -4.78 -10.23  -0.37
O -2.38 -3.71 -9.92  -0.01
O -2.12 -6.21 -8.39  -0.08
H -0.58 -4.79 -8.32  0.12
H -0.39 -6.14 -9.52  0.11
H -2.15 -5.50 -10.90  0.13
H -0.88 -4.37 -10.84  0.13
H -3.25 -3.90 -9.58  0.11
H -1.72 -6.87 -7.82  0.07

Results
LUMO energy: -0.20345 Ha
Total energy: -131508.0936 eV
Orbital gap: 2.65 eV
Energy above the lowest of the compared OMol25 structures with the same formula, charge and spin: 10.4425 eV



DFT (the ωB97M-V functional and the def2-TZVPD basis) results for 6 unconnected molecules or ions with the total composition C28H62O16P2S4 at a distorted geometry.

Last column: Löwdin charge in e.
Element x y z (Å)
C 1.89 6.63 4.83  -0.20
C 1.70 8.16 4.77  -0.19
C 3.06 8.79 4.17  -0.17
S 4.33 7.41 4.18  0.69
O 5.50 7.89 4.88  -0.34
O 4.39 6.90 2.80  -0.36
C 3.36 6.35 5.26  -0.24
H 1.65 6.23 3.85  0.11
H 1.49 6.10 5.70  0.11
H 1.53 8.62 5.74  0.10
H 0.78 8.54 4.33  0.10
H 3.61 9.56 4.72  0.08
H 2.94 9.15 3.15  0.09
H 3.61 6.90 6.18  0.10
H 3.83 5.39 5.45  0.11
C 5.27 -5.05 -1.52  -0.19
C 4.46 -5.88 -2.64  -0.15
C 5.55 -6.95 -3.07  -0.22
S 6.41 -7.49 -1.54  0.71
O 7.88 -7.53 -1.65  -0.36
O 5.80 -8.73 -0.99  -0.36
C 5.91 -6.05 -0.54  -0.23
H 4.65 -4.30 -1.03  0.11
H 6.12 -4.56 -1.99  0.11
H 3.99 -5.41 -3.50  0.11
H 3.70 -6.46 -2.13  0.10
H 6.41 -6.48 -3.55  0.09
H 5.29 -7.78 -3.72  0.10
H 6.69 -5.76 0.16  0.11
H 5.33 -6.71 0.11  0.09
C 1.38 1.91 0.73  -0.23
C -0.02 1.27 0.51  -0.22
C -0.35 0.91 1.92  -0.22
S 1.19 0.07 2.63  0.66
O 1.21 -1.28 2.28  -0.31
O 1.52 0.59 3.94  -0.33
C 2.31 0.90 1.41  -0.21
H 1.52 2.86 1.25  0.12
H 1.81 2.00 -0.27  0.11
H -0.19 0.43 -0.17  0.12
H -0.54 2.15 0.13  0.11
H -1.23 0.27 2.02  0.10
H -0.46 1.84 2.47  0.10
H 2.63 0.05 0.80  0.10
H 3.07 1.33 2.06  0.10
C -2.34 -3.94 -3.01  -0.18
C -3.78 -4.06 -2.41  -0.26
C -3.99 -5.42 -1.85  -0.20
S -2.81 -6.69 -2.71  0.75
O -3.52 -7.73 -3.52  -0.37
O -1.86 -7.24 -1.72  -0.36
C -2.06 -5.34 -3.67  -0.24
H -1.57 -3.94 -2.25  0.11
H -2.32 -3.07 -3.66  0.11
H -4.57 -3.76 -3.09  0.11
H -3.90 -3.36 -1.59  0.11
H -5.03 -5.72 -1.83  0.10
H -3.55 -5.29 -0.86  0.10
H -2.60 -5.31 -4.62  0.10
H -1.02 -5.58 -3.88  0.10
C 3.64 2.80 -9.29  -0.06
C 3.64 1.73 -8.18  -0.26
O 2.45 1.75 -7.37  -0.19
P 2.34 2.20 -5.85  0.49
O 3.17 1.39 -4.99  -0.22
O 2.82 3.81 -5.96  -0.25
C 4.05 4.37 -5.42  -0.28
C 3.59 5.54 -4.62  -0.08
O 0.72 2.29 -5.55  -0.17
C -0.01 3.41 -6.02  -0.31
C -1.07 2.88 -6.82  -0.11
H 4.69 2.93 -9.55  0.08
H 2.91 2.70 -10.09  0.08
H 3.54 3.75 -8.76  0.06
H 3.76 0.73 -8.59  0.11
H 4.55 1.77 -7.58  0.11
H 4.59 3.64 -4.81  0.12
H 4.62 4.74 -6.27  0.11
H 4.46 5.86 -4.05  0.08
H 3.29 6.34 -5.30  0.09
H 2.86 5.06 -3.96  0.09
H -0.45 3.99 -5.21  0.13
H 0.64 4.05 -6.62  0.12
H -1.93 3.54 -6.96  0.09
H -0.85 2.61 -7.85  0.08
H -1.43 1.92 -6.46  0.09
C -3.94 -1.72 8.26  -0.08
C -3.70 -0.87 7.08  -0.28
O -4.78 -0.62 6.15  -0.18
P -5.64 -1.66 5.26  0.45
O -4.85 -2.53 4.35  -0.24
O -6.46 -2.59 6.29  -0.17
C -7.19 -3.66 5.89  -0.35
C -7.90 -4.51 6.91  -0.06
O -6.74 -0.74 4.55  -0.17
C -6.35 0.02 3.44  -0.26
C -7.45 1.19 3.24  -0.05
H -3.97 -2.73 7.85  0.08
H -3.06 -1.68 8.89  0.09
H -4.90 -1.46 8.71  0.09
H -3.57 0.17 7.36  0.12
H -2.74 -1.11 6.62  0.12
H -7.79 -3.53 4.99  0.13
H -6.44 -4.32 5.46  0.11
H -7.88 -5.55 6.61  0.08
H -7.37 -4.35 7.85  0.08
H -8.94 -4.24 7.07  0.07
H -5.40 0.55 3.56  0.11
H -6.33 -0.58 2.53  0.11
H -8.41 0.71 3.45  0.06
H -7.22 1.93 4.01  0.06
H -7.59 1.74 2.31  0.06

Results
LUMO energy: 0.00106 Ha
Total energy: -124718.3335 eV
Orbital gap: 10.05 eV
SMILES: CCOP(=O)(OCC)OCC.CCOP(=O)(OCC)OCC.O=S1(=O)CCCC1.O=S1(=O)CCCC1.O=S1(=O)CCCC1.O=S1(=O)CCCC1



DFT (the ωB97M-V functional and the def2-TZVPD basis) results for 6 unconnected molecules or ions with the total composition C28H63F3O11S5 at a distorted geometry.

Last column: Löwdin charge in e.
Element x y z (Å)
C 6.41 4.43 2.00  -0.10
C 7.04 5.01 0.71  -0.22
C 7.65 3.92 -0.19  -0.23
O 6.97 2.68 -0.15  -0.12
C 5.69 2.73 -0.73  -0.26
O 5.30 1.46 -1.10  -0.05
C 4.35 0.85 -0.21  -0.25
C 4.97 0.51 1.13  -0.09
C 3.89 0.21 2.19  -0.09
C 3.90 1.10 3.38  -0.21
F 5.11 1.38 3.92  0.07
C 2.81 1.55 4.00  -0.30
F 2.61 1.50 5.31  0.13
F 1.79 2.15 3.41  0.14
C 3.79 -0.37 -0.99  -0.23
C 2.37 -0.11 -1.46  -0.15
O 1.57 0.45 -0.43  -0.16
C 0.24 -0.05 -0.40  -0.16
C -0.54 0.69 0.68  -0.16
O -1.62 1.40 0.09  -0.13
C -2.87 1.19 0.71  -0.18
C -3.21 2.24 1.81  -0.19
O -2.26 3.28 1.86  -0.15
C -2.70 4.49 1.25  -0.28
C -1.48 5.31 0.91  -0.08
O 4.01 -1.61 -0.32  -0.15
C 2.87 -2.25 0.22  -0.10
H 6.62 5.09 2.84  0.07
H 6.78 3.44 2.22  0.07
H 5.32 4.39 1.91  0.07
H 6.30 5.58 0.15  0.10
H 7.85 5.67 1.01  0.10
H 7.69 4.26 -1.24  0.12
H 8.66 3.71 0.14  0.12
H 4.98 3.17 -0.01  0.13
H 5.73 3.38 -1.62  0.14
H 3.56 1.58 -0.03  0.15
H 5.68 -0.30 1.04  0.13
H 5.54 1.37 1.49  0.10
H 2.88 0.25 1.76  0.11
H 4.03 -0.80 2.58  0.13
H 4.41 -0.41 -1.89  0.15
H 1.90 -0.98 -1.91  0.13
H 2.45 0.64 -2.26  0.14
H -0.27 0.10 -1.36  0.13
H 0.24 -1.13 -0.20  0.12
H 0.14 1.42 1.14  0.13
H -0.88 0.02 1.47  0.13
H -3.61 1.27 -0.10  0.12
H -2.94 0.18 1.11  0.08
H -4.21 2.63 1.60  0.12
H -3.25 1.77 2.79  0.12
H -3.36 5.03 1.92  0.12
H -3.26 4.24 0.34  0.07
H -0.88 5.51 1.80  0.08
H -1.82 6.24 0.46  0.06
H -0.86 4.79 0.17  0.08
H 2.28 -2.71 -0.57  0.09
H 3.23 -3.07 0.84  0.10
H 2.26 -1.59 0.84  0.08
C -4.85 -3.87 0.24  -0.26
S -3.94 -2.45 0.82  0.79
O -2.49 -2.75 0.65  -0.55
C -4.31 -2.70 2.56  -0.28
H -4.72 -3.93 -0.84  0.01
H -4.48 -4.78 0.72  0.05
H -5.91 -3.74 0.47  0.06
H -3.96 -3.68 2.88  0.05
H -5.38 -2.61 2.72  0.05
H -3.79 -1.92 3.13  0.05
C -4.64 4.84 -3.25  -0.26
S -3.18 5.08 -2.24  0.80
O -3.46 6.26 -1.38  -0.53
C -2.12 5.65 -3.58  -0.26
H -5.45 4.52 -2.60  0.05
H -4.91 5.78 -3.73  0.06
H -4.45 4.07 -4.00  0.05
H -2.56 6.53 -4.04  0.06
H -2.00 4.84 -4.31  0.05
H -1.15 5.90 -3.15  0.05
C -6.04 -2.86 -4.18  -0.26
S -4.54 -2.45 -3.28  0.78
O -4.83 -1.24 -2.47  -0.55
C -3.60 -1.90 -4.71  -0.26
H -6.78 -3.18 -3.45  0.05
H -6.41 -1.97 -4.70  0.06
H -5.84 -3.66 -4.88  0.05
H -4.13 -1.08 -5.20  0.06
H -3.47 -2.74 -5.40  0.05
H -2.63 -1.56 -4.36  0.05
C 5.25 -5.86 -1.97  -0.27
S 4.29 -4.51 -2.68  0.79
O 3.21 -5.12 -3.49  -0.55
C 5.56 -3.96 -3.82  -0.27
H 4.62 -6.37 -1.25  0.05
H 5.54 -6.55 -2.76  0.06
H 6.13 -5.45 -1.47  0.05
H 5.83 -4.78 -4.49  0.06
H 6.43 -3.61 -3.26  0.05
H 5.15 -3.13 -4.40  0.05
C -6.10 -4.78 5.09  -0.27
S -5.97 -6.24 4.05  0.82
O -5.90 -5.77 2.64  -0.56
C -7.64 -6.82 4.33  -0.27
H -5.16 -4.24 5.02  0.04
H -6.92 -4.16 4.73  0.06
H -6.27 -5.09 6.12  0.05
H -8.35 -6.05 4.03  0.06
H -7.77 -7.06 5.39  0.05
H -7.79 -7.72 3.73  0.05

Results
LUMO energy: 0.01728 Ha
Total energy: -114899.7941 eV
Orbital gap: 8.88 eV
Energy above the lowest of the compared OMol25 structures with the same formula, charge and spin: 0.0000 eV